No. 1
A molecular structure, C18H17Br2KNOPSe4. Source: the Open Molecules 2025 dataset; level of theory: wB97M-V/def2-TZVPD.

Summary:
total charge = -2
total energy = -16521.3334 Ha
relative energy (zero: lowest compared OMol25 entry of this formula, charge and spin) = 14.22 kcal/mol
2S+1 = 1
HOMO = -0.6 eV
E_LUMO = 3.61 eV

Last column: Mulliken charge in e.
Cartesian coordinates (Å):
Br  6.0266  0.5795  5.3180  -0.3111
Br  0.5065  0.4232  6.3978  -0.2255
Se  -3.8431  -2.2752  1.5512  -0.7410
Se  -4.2600  1.4759  1.1724  -0.2555
Se  -4.6804  2.9224  -0.6643  -0.7476
Se  -5.3299  -0.6374  0.6737  -0.1614
K  -1.2779  -0.1067  1.6409  1.0659
P  -0.8952  0.2024  -1.8070  0.6716
O  0.3411  0.2666  3.3000  -0.6605
N  2.3459  0.2507  1.4987  -0.3785
C  -2.4261  -0.6588  -2.3179  0.4974
C  -2.4408  -2.0516  -2.2999  -0.4832
C  -3.5685  -2.7510  -2.6885  -0.5731
C  -1.2702  1.9511  -2.1611  -0.9865
C  1.5105  0.3225  3.7362  0.0425
C  0.1626  -0.1868  -3.2711  -1.3734
C  3.2981  0.2495  0.5989  0.4707
C  3.2000  0.4759  5.5313  -0.2972
C  1.8787  0.4017  5.0921  -0.1161
C  -4.7085  -2.0651  -3.0853  -0.3314
C  4.6633  0.3131  0.9514  -0.6558
C  4.2447  0.4705  4.6519  -0.1577
C  4.0001  0.3920  3.2567  1.2152
C  5.0085  0.3835  2.2697  -0.8357
C  2.6624  0.3205  2.8091  -0.1944
C  -3.5824  0.0211  -2.6908  -0.2626
C  2.8868  0.1725  -0.8415  -0.7497
C  -4.7163  -0.6815  -3.0722  -0.5551
H  -0.3800  2.5476  -1.9492  0.3424
H  6.0467  0.4338  2.5708  0.3007
H  2.0976  0.8973  -1.0416  0.0115
H  5.4189  0.3056  0.1767  0.3455
H  0.4030  -1.2509  -3.2844  0.3434
H  -2.0819  2.3188  -1.5261  0.1403
H  3.7281  0.3658  -1.5084  0.3453
H  2.4711  -0.8076  -1.0810  0.2663
H  1.0980  0.3708  -3.2229  0.4126
H  -3.6371  1.0994  -2.6257  0.1481
H  -5.6045  -2.6113  -3.3549  0.3285
H  -1.5756  -2.6025  -1.9471  0.2613
H  -1.5625  2.1129  -3.2028  0.3701
H  -3.5746  -3.8323  -2.6398  0.3146
H  3.3927  0.5404  6.5949  0.3914
H  -5.6189  -0.1325  -3.3100  0.3400
H  -0.3574  0.0640  -4.1990  0.4279



No. 2
A molecular structure, C3H4NO. Source: the Open Molecules 2025 dataset; level of theory: wB97M-V/def2-TZVPD.

Summary:
total charge = +1
total energy = -246.1751 Ha
relative energy (zero: lowest compared OMol25 entry of this formula, charge and spin) = 136.14 kcal/mol
2S+1 = 1
HOMO = -16.9 eV
E_LUMO = -7.75 eV

Last column: Mulliken charge in e.
Cartesian coordinates (Å):
O  1.2707  -0.9908  0.3534  -0.0622
N  0.2816  -1.7345  0.7453  -0.0701
C  -0.9385  0.4292  -0.0483  -0.2168
C  -0.6147  -1.0386  0.4074  0.3966
C  0.7078  0.3217  -0.2217  -0.3077
H  0.8432  0.2589  -1.2727  0.2839
H  1.3056  1.1248  0.2411  0.3485
H  -1.2621  1.1840  0.7479  0.3138
H  -1.5935  0.4453  -0.9523  0.3140



Question: Look up the 2S+1 of the second one.
Answer: 1